1.
{
  "formula": "C40H68BIN6NiS3Sb",
  "method": "ωB97M-V/def2-TZVPD",
  "charge": 1,
  "e_tot_ha": -5159.00755,
  "spin_multiplicity": 1,
  "orbital_gap_ev": [6.638, 6.653],
  "e_lumo_ev": [-3.2, -3.2],
  "e_above_lowest_kj_mol": 152.5,
  "e_homo_ha": [-0.361, -0.361],
  "species": ["Ni", "C", "C", "C", "C", "N", "N", "B", "N", "N", "C", "C", "C", "C", "C", "S", "C", "C", "C", "C", "N", "N", "C", "C", "C", "C", "C", "S", "C", "C", "C", "C", "C", "S", "C", "C", "C", "C", "H", "H", "H", "H", "H", "H", "H", "H", "H", "H", "H", "H", "H", "H", "H", "H", "H", "H", "H", "H", "H", "H", "H", "H", "H", "H", "H", "H", "H", "H", "H", "H", "H", "H", "H", "H", "H", "H", "H", "I", "C", "H", "H", "C", "C", "C", "C", "Sb", "C", "C", "C", "C", "C", "C", "C", "C", "H", "H", "H", "H", "H", "H", "H", "H", "H", "H", "H", "H", "H", "H", "H", "H", "H", "H", "H", "H", "H", "H", "H", "H", "H", "H", "H"],
  "coordinates": [[2.016748, -0.969228, 1.514813], [2.808282, -4.006613, -1.721005], [1.486628, -3.314014, -1.772737], [0.333793, -3.964272, -2.107501], [-0.886152, -3.252833, -2.155394], [-0.917163, -1.974661, -1.911920], [0.196201, -1.321081, -1.579774], [-0.049959, 0.177090, -1.273383], [0.309236, 1.128706, -2.409550], [-0.534803, 0.833255, -3.421297], [-0.471357, 1.466215, -4.543497], [0.506350, 2.480410, -4.749463], [1.355318, 2.824197, -3.752053], [2.383310, 3.892590, -3.905966], [1.260033, 2.128816, -2.483426], [2.249583, 2.595856, -1.220053], [-1.495779, 1.132985, -5.614216], [-2.417984, 2.355865, -5.748345], [-2.328912, -0.082577, -5.205638], [-0.787653, 0.846027, -6.942872], [-1.525203, 0.296862, -0.755536], [-2.714401, 0.407367, -1.293041], [-3.736660, 0.458431, -0.463757], [-3.562490, 0.240036, 0.924688], [-2.311565, 0.099965, 1.480899], [-2.061565, -0.241017, 2.915053], [-1.269704, 0.250821, 0.557786], [0.449566, 0.525919, 0.563590], [-5.098470, 0.809766, -1.032781], [-5.488862, 2.176566, -0.442850], [-6.138474, -0.245114, -0.633480], [-5.039064, 0.912693, -2.557520], [1.400457, -1.921658, -1.445729], [2.743773, -1.018902, -0.918003], [-2.222284, -3.882821, -2.525668], [-2.611749, -3.366286, -3.920086], [-2.146706, -5.409423, -2.542355], [-3.274526, -3.425064, -1.504136], [3.391113, -3.775020, -2.614785], [2.684090, -5.086569, -1.656547], [3.386277, -3.641763, -0.875832], [0.355276, -5.022965, -2.324252], [0.565803, 2.984504, -5.704898], [2.348503, 4.331125, -4.902137], [3.376530, 3.481180, -3.724715], [2.227046, 4.669197, -3.157424], [-2.917349, 2.552785, -4.797738], [-3.179855, 2.170014, -6.506474], [-1.862095, 3.249670, -6.035890], [-2.769591, 0.068583, -4.221047], [-1.709370, -0.979469, -5.163545], [-3.126890, -0.242032, -5.932293], [-0.250746, 1.717052, -7.319803], [-1.520956, 0.559897, -7.697559], [-0.076739, 0.025618, -6.830873], [-4.428658, 0.166766, 1.570340], [-2.657215, 0.374693, 3.587568], [-1.005801, -0.138327, 3.159525], [-2.335926, -1.285282, 3.080317], [-5.587571, 2.128755, 0.643082], [-6.444740, 2.499114, -0.855977], [-4.737967, 2.929114, -0.690146], [-6.270239, -0.305614, 0.447708], [-5.849677, -1.230509, -1.003339], [-7.101369, 0.017655, -1.070988], [-4.316579, 1.666281, -2.869210], [-6.020967, 1.190274, -2.941001], [-4.745660, -0.041003, -2.997010], [-1.866971, -3.659314, -4.662990], [-2.685591, -2.278586, -3.910066], [-3.573819, -3.785955, -4.217777], [-1.502908, -5.764813, -3.348640], [-3.142057, -5.818972, -2.711697], [-1.779737, -5.798979, -1.590562], [-3.347106, -2.338262, -1.501609], [-3.005320, -3.758803, -0.499022], [-4.250107, -3.844023, -1.754421], [0.551054, -3.002209, 2.255259], [2.746118, -2.726309, 1.971966], [3.002402, -3.485469, 1.240947], [3.177550, -2.959590, 2.941125], [0.767948, -0.470151, 5.885330], [2.264546, -0.403977, 5.606406], [2.834807, -1.813576, 5.530467], [2.994165, 0.395689, 6.674527], [2.464936, 0.531187, 3.553589], [1.590526, 2.605388, 3.722054], [1.943590, 3.208352, 5.074646], [2.151197, 3.457403, 2.590619], [0.074078, 2.516328, 3.586420], [4.651099, 0.877416, 3.093121], [4.718440, 1.287062, 1.628902], [5.357783, -0.459699, 3.271807], [5.253393, 1.938865, 4.001712], [0.598668, -0.938238, 6.860589], [0.253908, -1.074838, 5.133656], [0.317399, 0.523581, 5.915937], [2.662012, -2.321712, 6.484741], [3.909043, -1.811659, 5.348243], [2.340799, -2.402728, 4.755524], [2.956677, -0.156663, 7.619895], [2.536744, 1.365219, 6.848561], [4.045323, 0.544124, 6.425457], [3.005883, 3.122827, 5.303072], [1.372758, 2.742600, 5.878000], [1.689593, 4.273556, 5.072709], [3.210557, 3.667193, 2.729331], [1.628420, 4.419314, 2.571250], [2.009007, 2.983721, 1.617572], [-0.359043, 1.854347, 4.337627], [-0.212728, 2.169545, 2.593613], [-0.359186, 3.512053, 3.727506], [4.227430, 0.545696, 0.994542], [5.765098, 1.341580, 1.311840], [4.264975, 2.257898, 1.438058], [4.917097, -1.215613, 2.618032], [5.315464, -0.810233, 4.303582], [6.411572, -0.355491, 2.995441], [4.746601, 2.897884, 3.905594], [6.301951, 2.100512, 3.728852], [5.227477, 1.637881, 5.049833]],
  "forces_ev_per_angstrom": [[-0.29, -0.78, -1.20], [0.00, -0.04, 0.02], [-0.18, 0.05, 0.05], [0.12, 0.17, 0.06], [0.12, -0.17, -0.06], [-0.33, 0.14, -0.04], [0.20, -0.60, -0.09], [0.41, 0.30, -0.77], [0.67, 0.49, 0.00], [-0.30, -0.45, -0.09], [0.01, -0.09, 0.01], [0.22, 0.17, 0.15], [-0.20, -0.17, -0.27], [0.01, 0.02, -0.09], [-0.13, -0.12, 0.56], [-0.18, -0.34, 0.13], [-0.12, 0.00, 0.06], [0.05, -0.09, -0.03], [0.14, 0.15, -0.03], [-0.02, 0.03, 0.04], [-0.09, 0.07, 0.94], [-0.02, 0.15, -0.36], [0.01, 0.02, 0.20], [0.22, -0.09, 0.03], [-0.06, -0.01, -0.11], [0.02, -0.03, -0.01], [-0.50, -0.20, -0.13], [0.70, 0.28, 0.35], [-0.11, 0.01, -0.08], [0.06, -0.07, -0.04], [0.12, 0.01, -0.02], [0.04, -0.04, 0.14], [-0.29, -0.03, -0.16], [0.16, 0.20, 0.79], [-0.17, 0.10, -0.03], [0.01, -0.03, 0.16], [0.05, 0.14, 0.03], [0.08, -0.06, -0.01], [0.00, 0.03, 0.00], [-0.02, 0.02, -0.03], [0.07, -0.06, 0.00], [0.01, 0.00, -0.02], [-0.02, 0.02, 0.00], [-0.04, -0.03, -0.01], [0.01, 0.04, 0.02], [0.04, 0.01, -0.01], [-0.03, 0.03, -0.02], [0.00, 0.01, -0.02], [-0.02, 0.02, -0.01], [0.00, -0.04, 0.01], [0.01, 0.08, -0.03], [0.01, -0.01, -0.04], [0.01, -0.01, -0.02], [-0.01, 0.00, -0.01], [0.01, -0.01, -0.02], [-0.05, 0.05, -0.05], [0.02, 0.04, 0.00], [-0.02, 0.02, 0.05], [-0.01, 0.02, 0.04], [-0.01, 0.03, 0.01], [-0.01, -0.01, 0.01], [-0.02, 0.03, 0.01], [-0.03, -0.01, 0.00], [-0.04, -0.02, 0.00], [-0.02, -0.02, 0.02], [0.00, -0.01, -0.05], [-0.01, -0.01, 0.01], [-0.02, 0.01, -0.06], [-0.01, 0.02, -0.04], [-0.04, -0.14, 0.03], [-0.01, -0.01, -0.01], [0.01, -0.06, 0.03], [0.00, 0.00, -0.01], [-0.01, -0.06, -0.01], [-0.03, 0.02, 0.00], [-0.03, 0.00, 0.02], [0.01, -0.02, -0.02], [0.27, -0.44, -0.10], [-1.12, 1.04, 0.48], [0.17, 0.33, -0.25], [0.03, 0.10, -0.04], [0.04, 0.04, 0.00], [0.11, 0.37, -0.67], [-0.04, -0.02, -0.10], [0.00, -0.06, 0.05], [0.85, 0.05, 0.20], [0.08, -0.45, 0.01], [0.03, 0.01, 0.02], [0.03, -0.14, -0.02], [0.07, -0.08, 0.02], [-0.59, 0.03, 0.42], [-0.02, -0.03, -0.02], [-0.11, 0.04, 0.02], [0.09, -0.01, -0.03], [0.00, -0.02, 0.01], [-0.04, 0.02, 0.01], [-0.03, -0.03, 0.03], [0.00, 0.02, 0.03], [-0.04, -0.06, 0.01], [0.01, 0.00, 0.05], [0.00, -0.02, 0.00], [0.05, 0.02, 0.02], [-0.01, -0.02, 0.05], [-0.02, 0.05, 0.05], [0.02, 0.01, 0.02], [-0.03, 0.00, -0.04], [0.00, 0.02, -0.05], [-0.03, -0.01, 0.03], [0.00, 0.06, -0.06], [-0.07, 0.03, -0.02], [-0.07, 0.01, 0.01], [0.01, 0.02, 0.00], [0.01, 0.06, -0.06], [0.03, 0.01, 0.05], [-0.01, -0.02, -0.05], [0.05, -0.05, 0.05], [0.09, 0.00, -0.03], [0.01, 0.03, -0.01], [0.03, 0.02, 0.02], [0.01, -0.02, 0.01], [0.04, 0.04, -0.01]],
  "lowdin_charge": [-0.3867, -0.0518, -0.2335, 0.0793, -0.1910, 0.1896, 0.0195, -0.8124, 0.0262, 0.1660, -0.2125, 0.0590, -0.2561, -0.0854, -0.6465, 0.6889, -0.5406, -0.0295, -0.0621, -0.0376, 0.0160, 0.2164, -0.1887, 0.0926, -0.1858, -0.0409, -0.3897, 0.9445, -0.5472, -0.0300, -0.0317, -0.0507, -0.5947, 0.7529, -0.5348, -0.0302, -0.0529, -0.0392, 0.1018, 0.0915, 0.0394, 0.1230, 0.1232, 0.0837, 0.0798, 0.0741, 0.0799, 0.0913, 0.0844, 0.0499, 0.0717, 0.0972, 0.0778, 0.0908, 0.0935, 0.1349, 0.1013, 0.0310, 0.0894, 0.0837, 0.0941, 0.0951, 0.0792, 0.0848, 0.0945, 0.0731, 0.0951, 0.0773, 0.0956, 0.0494, 0.0953, 0.0875, 0.0919, 0.0923, 0.0545, 0.0903, 0.0906, 0.8459, -0.5177, -0.0397, -0.0418, -0.1213, -0.6674, -0.1209, -0.1010, 1.6431, -0.6595, -0.1105, -0.1173, -0.1284, -0.6691, -0.1242, -0.1145, -0.1050, 0.0960, 0.0515, 0.0614, 0.0969, 0.0647, 0.0252, 0.0949, 0.0568, 0.0663, 0.0665, 0.0673, 0.0969, 0.0651, 0.0989, 0.0183, 0.0561, 0.0352, 0.0986, 0.0239, 0.0996, 0.0564, 0.0559, 0.0621, 0.0960, 0.0574, 0.0944, 0.0648]
}

---

2.
{
  "formula": "C24H53BClN2O9",
  "method": "ωB97M-V/def2-TZVPD",
  "charge": -1,
  "e_tot_ha": -2217.98691,
  "spin_multiplicity": 1,
  "orbital_gap_ev": 7.641,
  "e_lumo_ev": 2.4,
  "e_above_lowest_kj_mol": 22.0,
  "e_homo_ha": -0.193,
  "species": ["C", "C", "C", "O", "B", "C", "O", "C", "O", "C", "C", "C", "O", "C", "C", "C", "C", "Cl", "O", "H", "H", "H", "H", "H", "H", "H", "H", "H", "H", "H", "H", "H", "H", "H", "H", "H", "H", "H", "H", "H", "H", "H", "C", "O", "C", "C", "N", "C", "C", "O", "C", "H", "H", "H", "H", "H", "H", "H", "H", "H", "H", "H", "H", "H", "H", "H", "C", "O", "C", "C", "N", "C", "C", "O", "C", "H", "H", "H", "H", "H", "H", "H", "H", "H", "H", "H", "H", "H", "H", "H"],
  "coordinates": [[3.633884, -4.303453, 3.376223], [2.422514, -3.562397, 2.786926], [2.064307, -2.324421, 3.616379], [0.727679, -1.914391, 3.526690], [0.146463, -1.669248, 2.207815], [1.130398, -0.848952, 1.164222], [1.423529, -1.596386, -0.027945], [2.443942, -1.060424, -0.824683], [-1.141399, -0.878663, 2.484748], [-2.189123, -1.625752, 1.955119], [-3.535588, -1.290920, 2.619645], [-3.812405, -2.043818, 3.880736], [-3.729442, -1.595659, 4.998888], [-1.668313, -3.063906, 2.054965], [-2.459766, -4.128220, 1.312136], [-1.689882, -5.420672, 0.997358], [-0.800525, -5.394701, -0.256164], [0.951125, -5.445203, 0.051933], [-0.376319, -2.904663, 1.544702], [4.203048, -4.835750, 2.608975], [4.318901, -3.605828, 3.871610], [3.310745, -5.038840, 4.118752], [1.547394, -4.213834, 2.764688], [2.627805, -3.267495, 1.752080], [2.744289, -1.501709, 3.332864], [2.271601, -2.540467, 4.676179], [2.090275, -0.543609, 1.606746], [0.617450, 0.086284, 0.872479], [3.055106, -0.330277, -0.278544], [2.030770, -0.565018, -1.718152], [3.094236, -1.872583, -1.173351], [-2.289445, -1.435107, 0.866691], [-3.589590, -0.222696, 2.850310], [-4.327391, -1.535393, 1.898171], [-4.142313, -3.092623, 3.753298], [-1.621374, -3.296946, 3.140218], [-2.844525, -3.707259, 0.372256], [-3.319500, -4.404326, 1.936432], [-2.442016, -6.201877, 0.824138], [-1.097596, -5.734647, 1.861952], [-0.995073, -6.278143, -0.867854], [-1.013939, -4.511561, -0.860453], [0.478738, 2.382518, -6.296016], [1.286262, 1.622655, -7.171166], [2.482940, 2.259827, -7.591691], [3.705077, 1.605969, -6.985317], [3.779170, 1.847545, -5.554468], [4.819034, 1.106406, -4.849957], [4.764525, -0.416935, -4.864850], [3.688217, -0.965248, -4.139273], [2.453108, -1.045658, -4.819580], [-0.470977, 1.859811, -6.200546], [0.919507, 2.484453, -5.298792], [0.292006, 3.383683, -6.697470], [2.455785, 3.325009, -7.341085], [2.538361, 2.166967, -8.680345], [4.596709, 2.031112, -7.458579], [3.672457, 0.538522, -7.245768], [2.883734, 1.638085, -5.133169], [4.793612, 1.423155, -3.804965], [5.790225, 1.415627, -5.252968], [5.670302, -0.774364, -4.368055], [4.778186, -0.823398, -5.885417], [2.594757, -1.244991, -5.886698], [1.855046, -0.136427, -4.704038], [1.894115, -1.868853, -4.376301], [-4.432352, 6.483185, 2.510990], [-4.358625, 5.517301, 3.533070], [-5.018754, 4.289101, 3.244085], [-4.040151, 3.158467, 3.023023], [-3.286957, 3.337066, 1.792541], [-2.204194, 2.369711, 1.594920], [-1.074596, 2.316358, 2.608864], [-0.222170, 3.457293, 2.593558], [-0.669518, 4.554489, 3.351190], [-4.052601, 7.417718, 2.922124], [-3.827843, 6.217148, 1.636557], [-5.465723, 6.638258, 2.181943], [-5.666770, 4.409498, 2.369708], [-5.648164, 4.048145, 4.105302], [-4.606434, 2.224090, 2.954079], [-3.403437, 3.085047, 3.915129], [-2.900767, 4.271755, 1.773427], [-1.761547, 2.569957, 0.615971], [-2.642402, 1.369294, 1.543772], [-0.457735, 1.459372, 2.342586], [-1.431849, 2.128967, 3.627930], [-1.202751, 4.232737, 4.251693], [-1.324324, 5.224108, 2.780303], [0.208836, 5.127017, 3.654573]],
  "forces_ev_per_angstrom": [[-0.12, 0.07, -0.09], [0.17, 0.00, 0.07], [-0.10, 0.02, 0.10], [0.27, -0.08, -0.08], [-0.26, 0.35, -0.21], [-0.20, 0.09, -0.20], [0.18, -0.15, 0.15], [-0.15, -0.04, -0.12], [0.16, -0.16, -0.04], [0.13, -0.01, -0.25], [-0.16, 0.11, -0.06], [0.08, 0.03, 0.34], [-0.08, 0.04, -0.17], [0.07, 0.14, 0.15], [0.16, 0.01, 0.00], [-0.06, -0.07, 0.00], [-0.44, -0.02, -0.13], [0.13, 0.01, 0.05], [-0.03, -0.19, 0.20], [-0.06, 0.00, 0.05], [0.00, -0.05, -0.06], [0.08, 0.09, 0.04], [0.06, 0.02, -0.09], [-0.18, -0.04, 0.08], [0.03, -0.09, 0.07], [-0.09, 0.00, -0.07], [-0.07, 0.00, 0.11], [0.07, -0.04, 0.01], [0.00, -0.05, -0.03], [0.06, 0.07, 0.10], [-0.06, 0.08, 0.01], [-0.13, 0.10, 0.09], [0.14, -0.09, -0.10], [0.00, -0.02, 0.14], [0.07, -0.15, -0.07], [-0.01, -0.21, -0.16], [-0.02, -0.05, 0.07], [-0.03, 0.09, -0.16], [0.13, 0.01, 0.08], [-0.04, 0.06, -0.06], [0.00, 0.11, 0.05], [0.21, 0.01, 0.14], [-0.02, -0.02, -0.02], [-0.01, -0.02, 0.05], [0.02, 0.04, -0.08], [0.02, -0.03, 0.09], [-0.10, -0.09, -0.01], [0.02, 0.13, 0.02], [0.07, -0.04, -0.02], [-0.01, 0.01, 0.04], [-0.01, -0.07, 0.08], [0.00, -0.01, 0.00], [0.02, 0.04, -0.01], [-0.01, 0.01, 0.01], [0.03, 0.00, 0.04], [-0.02, 0.01, 0.00], [0.02, -0.02, 0.00], [0.01, 0.01, -0.04], [0.00, -0.01, 0.01], [0.02, 0.00, 0.00], [0.01, -0.01, -0.02], [-0.01, -0.03, 0.00], [-0.04, 0.06, -0.02], [0.00, 0.02, -0.02], [0.01, 0.01, -0.06], [0.00, 0.00, 0.01], [0.02, 0.01, 0.03], [0.04, 0.04, -0.01], [-0.09, -0.06, 0.02], [0.09, 0.02, -0.05], [0.00, 0.10, 0.04], [-0.08, -0.01, -0.11], [0.13, -0.19, -0.01], [-0.07, 0.12, -0.02], [0.09, -0.02, -0.01], [0.01, 0.00, 0.01], [-0.04, -0.02, -0.02], [-0.01, 0.01, -0.01], [0.02, -0.03, -0.03], [0.00, 0.03, 0.00], [0.02, -0.03, 0.01], [-0.03, -0.02, 0.02], [0.04, -0.01, 0.05], [-0.01, -0.02, -0.01], [0.03, 0.00, 0.01], [0.02, 0.03, 0.07], [-0.04, 0.05, -0.01], [-0.02, 0.01, 0.01], [-0.04, -0.01, 0.04], [0.00, 0.00, 0.00]],
  "lowdin_charge": [-0.1172, -0.2363, -0.2560, 0.0120, -0.8355, -0.0759, -0.2168, -0.1382, 0.0132, -0.3245, -0.0828, -0.2733, 0.0478, -0.3270, -0.1393, -0.2447, -0.5864, 0.5690, 0.0188, 0.0582, 0.0626, 0.0637, 0.0915, 0.0980, 0.1092, 0.1146, 0.0906, 0.1032, 0.0799, 0.0706, 0.0814, 0.1556, 0.1013, 0.1206, 0.1122, 0.1626, 0.1198, 0.1033, 0.0972, 0.1061, 0.0508, 0.0724, -0.1144, -0.1937, -0.2236, -0.2241, -0.0510, -0.2004, -0.2313, -0.1841, -0.1008, 0.0887, 0.0813, 0.0855, 0.1202, 0.1188, 0.1216, 0.1056, 0.0733, 0.1214, 0.1147, 0.1209, 0.1098, 0.0860, 0.0737, 0.0919, -0.1279, -0.1935, -0.2190, -0.2198, -0.0487, -0.1838, -0.2023, -0.1746, -0.1216, 0.0844, 0.0786, 0.0835, 0.1176, 0.1192, 0.1203, 0.1112, 0.0670, 0.1219, 0.1030, 0.1030, 0.1209, 0.0870, 0.0690, 0.0821]
}

---

What is the formula in the first record?
C40H68BIN6NiS3Sb